(1)
{
  "formula": "C26H35N3O4",
  "method": "ωB97M-V with the def2-TZVPD basis set",
  "symbols": ["C", "H", "H", "C", "C", "C", "H", "O", "C", "C", "C", "C", "C", "C", "H", "H", "C", "O", "N", "N", "C", "C", "C", "C", "C", "C", "C", "H", "O", "C", "H", "H", "H", "O", "C", "C", "N", "C", "H", "C", "C", "C", "H", "H", "C", "H", "H", "H", "H", "H", "H", "H", "H", "H", "H", "H", "H", "H", "H", "H", "H", "H", "H", "H", "H", "H", "H", "H"],
  "xyz": [[3.243, 5.888, 0.492], [2.883, 6.130, -0.505], [3.676, 4.891, 0.459], [2.099, 5.962, 1.497], [2.549, 5.713, 2.937], [2.899, 4.253, 3.209], [3.655, 3.898, 2.497], [1.713, 3.492, 3.081], [1.757, 2.157, 3.300], [2.902, 1.433, 3.625], [2.817, 0.069, 3.828], [1.608, -0.608, 3.697], [0.460, 0.123, 3.391], [0.537, 1.483, 3.194], [-0.344, 2.063, 2.965], [-0.495, -0.373, 3.324], [1.613, -2.065, 3.954], [2.382, -2.606, 4.726], [0.706, -2.838, 3.273], [-0.092, -2.393, 2.298], [-0.879, -3.192, 1.693], [-1.749, -2.716, 0.644], [-2.643, -3.575, 0.010], [-3.449, -3.097, -1.002], [-3.393, -1.772, -1.417], [-2.523, -0.883, -0.744], [-1.709, -1.372, 0.259], [-1.020, -0.733, 0.786], [-2.543, 0.431, -1.123], [-1.712, 1.338, -0.439], [-1.915, 2.312, -0.883], [-0.653, 1.093, -0.568], [-1.949, 1.371, 0.628], [-4.272, -1.393, -2.390], [-3.757, -0.681, -3.499], [-2.846, -1.584, -4.342], [-1.672, -1.980, -3.590], [-1.195, -3.312, -3.908], [-2.040, -4.003, -3.848], [-0.124, -3.735, -2.908], [1.041, -2.753, -2.945], [0.506, -1.352, -2.675], [1.306, -0.612, -2.751], [0.093, -1.321, -1.666], [-0.597, -1.011, -3.673], [-1.002, -0.022, -3.449], [-0.171, -0.980, -4.695], [1.790, -3.022, -2.199], [1.516, -2.784, -3.929], [0.215, -4.745, -3.144], [-0.563, -3.738, -1.909], [-0.780, -3.359, -4.933], [-2.589, -1.060, -5.278], [-3.414, -2.481, -4.599], [-3.226, 0.217, -3.176], [-4.634, -0.392, -4.082], [-4.144, -3.750, -1.507], [-2.699, -4.613, 0.304], [-0.929, -4.258, 1.946], [0.725, -3.838, 3.498], [3.699, -0.495, 4.090], [3.859, 1.921, 3.728], [3.302, 4.152, 4.226], [1.743, 5.995, 3.617], [3.422, 6.328, 3.166], [1.332, 5.230, 1.240], [1.646, 6.954, 1.443], [4.027, 6.595, 0.754]],
  "max_force_ha_per_bohr": 0.024,
  "homo_lumo_gap_ha": 0.2961,
  "de_lowest_kcal_mol": 40.80,
  "energy_ev": -40189.2295,
  "smiles": "CCCCOc1ccc(C(=O)N/N=C/c2ccc(OCCN3CCCCC3)c(OC)c2)cc1",
  "spin_multiplicity": 1,
  "homo_energy_ha": -0.2782
}

(2)
{
  "formula": "C26H35N4O2PtSSiTe",
  "method": "ωB97M-V with the def2-TZVPD basis set",
  "symbols": ["Pt", "O", "C", "O", "C", "C", "C", "C", "C", "N", "H", "H", "H", "H", "Te", "C", "C", "C", "C", "C", "C", "H", "H", "H", "H", "H", "C", "N", "C", "C", "S", "N", "C", "C", "H", "H", "H", "H", "H", "H", "H", "H", "H", "H", "H", "H", "C", "Si", "C", "C", "N", "C", "C", "C", "C", "C", "C", "H", "H", "H", "H", "H", "H", "H", "H", "H", "H", "H", "H", "H", "H"],
  "xyz": [[-0.505, -0.399, -0.615], [2.976, 0.992, 1.018], [1.853, 0.743, 0.592], [1.391, -0.413, 0.297], [0.893, 1.898, 0.380], [1.227, 3.175, 0.787], [0.309, 4.195, 0.621], [-0.912, 3.898, 0.037], [-1.171, 2.601, -0.365], [-0.287, 1.613, -0.194], [2.198, 3.317, 1.237], [0.536, 5.203, 0.945], [-1.670, 4.654, -0.112], [-2.101, 2.331, -0.844], [-2.737, -0.185, -1.882], [-3.994, 0.477, -0.315], [-5.340, 0.736, -0.583], [-6.197, 1.160, 0.421], [-5.729, 1.333, 1.719], [-4.393, 1.077, 1.996], [-3.533, 0.655, 0.990], [-5.722, 0.603, -1.589], [-7.238, 1.353, 0.190], [-6.400, 1.659, 2.504], [-4.003, 1.199, 3.000], [-2.495, 0.462, 1.232], [2.841, -1.547, 2.879], [1.929, -0.665, 3.605], [2.563, 0.511, 4.170], [0.588, -0.703, 3.394], [-0.390, 0.668, 3.454], [0.073, -1.935, 3.146], [-1.275, -2.080, 2.631], [0.614, -3.126, 3.774], [3.579, -0.927, 2.372], [2.303, -2.088, 2.106], [3.345, -2.249, 3.551], [3.421, 0.185, 4.764], [1.858, 1.040, 4.804], [2.912, 1.180, 3.380], [-1.444, -1.365, 1.831], [-2.026, -1.934, 3.414], [-1.368, -3.081, 2.210], [1.379, -2.859, 4.497], [1.043, -3.820, 3.046], [-0.194, -3.641, 4.302], [-1.116, -5.280, -0.367], [-1.689, -3.580, -0.968], [-2.140, -3.900, -2.773], [-3.231, -3.187, 0.040], [-0.428, -2.421, -0.771], [0.881, -2.849, -1.078], [1.608, -3.647, -0.189], [2.901, -4.057, -0.476], [3.516, -3.669, -1.659], [2.812, -2.870, -2.550], [1.515, -2.472, -2.268], [-1.929, -5.995, -0.530], [-0.878, -5.286, 0.700], [-0.239, -5.637, -0.909], [-2.921, -4.664, -2.844], [-1.262, -4.267, -3.312], [-2.500, -3.000, -3.270], [-4.130, -3.267, -0.575], [-3.212, -2.178, 0.451], [-3.326, -3.891, 0.872], [1.138, -3.923, 0.747], [3.440, -4.669, 0.240], [4.531, -3.976, -1.878], [3.278, -2.551, -3.475], [0.967, -1.842, -2.959]],
  "max_force_ha_per_bohr": 0.002,
  "homo_lumo_gap_ha": 0.2433,
  "total_charge": -1,
  "de_lowest_kcal_mol": 0.00,
  "energy_ev": -66843.7195,
  "spin_multiplicity": 1,
  "homo_energy_ha": -0.1517
}

(3)
{
  "formula": "C26H35N9RuS2",
  "method": "ωB97M-V with the def2-TZVPD basis set",
  "symbols": ["Ru", "N", "C", "S", "N", "N", "C", "C", "C", "C", "C", "C", "C", "C", "C", "C", "C", "C", "N", "H", "H", "H", "H", "H", "H", "H", "H", "H", "H", "H", "N", "C", "C", "C", "N", "C", "C", "N", "C", "H", "H", "H", "H", "H", "H", "H", "H", "H", "H", "H", "H", "H", "H", "H", "H", "N", "C", "S", "N", "C", "C", "C", "C", "C", "C", "H", "H", "H", "H", "H", "H", "H", "H"],
  "xyz": [[0.204, -0.301, -0.395], [-1.452, -2.436, 3.340], [-0.822, -1.690, 2.444], [-0.681, -2.323, 0.822], [-0.362, -0.514, 2.770], [0.342, 0.220, 1.946], [0.714, 1.434, 2.272], [0.298, 2.087, 3.508], [0.221, 1.364, 4.705], [-0.245, 1.962, 5.857], [-0.649, 3.291, 5.828], [-0.588, 4.017, 4.644], [-0.103, 3.432, 3.493], [1.607, 2.087, 1.312], [2.398, 3.194, 1.639], [3.290, 3.697, 0.706], [3.395, 3.072, -0.532], [2.576, 1.983, -0.786], [1.693, 1.520, 0.094], [-1.830, -3.334, 3.078], [-1.548, -2.136, 4.299], [0.568, 0.343, 4.732], [-0.286, 1.405, 6.779], [-1.013, 3.763, 6.726], [-0.932, 5.040, 4.620], [-0.090, 3.994, 2.571], [2.327, 3.631, 2.621], [3.900, 4.559, 0.934], [4.086, 3.415, -1.286], [2.626, 1.453, -1.736], [-0.255, 1.568, -3.036], [-1.616, 2.114, -3.357], [-2.148, 2.920, -2.177], [-2.620, 2.086, -0.978], [-1.480, 1.624, -0.152], [-3.477, 0.890, -1.399], [-2.867, 0.055, -2.526], [-1.689, -0.701, -2.043], [-2.528, 0.949, -3.722], [0.383, 2.315, -2.740], [0.142, 1.101, -3.860], [-0.361, 0.852, -2.260], [-1.508, 2.778, -4.221], [-3.001, 3.497, -2.537], [-1.398, 3.644, -1.849], [-3.256, 2.745, -0.368], [-1.886, 1.187, 0.681], [-0.980, 2.446, 0.189], [-4.443, 1.261, -1.740], [-3.661, 0.259, -0.525], [-3.633, -0.659, -2.856], [-1.324, -1.284, -2.800], [-2.028, -1.360, -1.335], [-3.464, 1.356, -4.107], [-2.087, 0.359, -4.529], [3.872, -1.735, -0.415], [2.857, -2.392, -0.984], [1.788, -1.455, -1.944], [2.743, -3.697, -0.789], [1.780, -4.639, -1.201], [1.715, -5.825, -0.464], [0.814, -6.810, -0.818], [-0.019, -6.632, -1.914], [0.051, -5.457, -2.650], [0.948, -4.464, -2.303], [4.029, -0.768, -0.652], [4.610, -2.212, 0.080], [3.455, -4.121, -0.196], [2.370, -5.971, 0.383], [0.769, -7.721, -0.244], [-0.704, -7.413, -2.205], [-0.576, -5.332, -3.518], [1.040, -3.585, -2.923]],
  "max_force_ha_per_bohr": 0.039,
  "homo_lumo_gap_ha": [0.2624, 0.1859],
  "total_charge": 3,
  "de_lowest_kcal_mol": 30.64,
  "energy_ev": -65168.9205,
  "spin_multiplicity": 6,
  "homo_energy_ha": [-0.5771, -0.5764]
}